[1]
Below is C40H60CdGeN4P3S as an isolated structure in a non-equilibrium geometry, with properties calculated with the ωB97M-V functional and the def2-TZVPD basis.

```
110
Properties=species:S:1:pos:R:3:lowdin_charge:R:1
Cd 0.02 -0.13 0.15 0.912
C 4.16 1.10 2.39 -0.122
C 3.99 1.71 1.00 -0.527
C 4.50 3.15 0.98 -0.100
P 2.23 1.45 0.40 0.979
C 1.23 3.00 0.77 -0.373
N 0.27 2.89 1.84 -0.192
Ge -1.20 1.52 1.75 0.868
N -2.61 2.52 0.89 -0.184
C -2.87 2.51 -0.54 -0.399
P -2.03 1.17 -1.51 0.938
C -2.10 1.89 -3.24 -0.555
C -3.25 2.85 -3.55 -0.113
C -0.76 2.57 -3.54 -0.140
C -3.30 -0.21 -1.51 -0.566
C -4.57 0.02 -2.34 -0.111
C -3.66 -0.56 -0.07 -0.141
C -2.95 3.70 1.53 -0.241
C -3.73 4.71 0.96 -0.023
C -3.93 5.91 1.63 -0.077
C -3.33 6.14 2.85 -0.079
C -2.57 5.14 3.44 -0.021
C -2.43 3.92 2.81 -0.165
N -1.76 2.77 3.42 -0.059
C -0.49 3.15 4.04 -0.172
C -0.32 3.43 5.38 -0.014
C 0.90 3.92 5.83 -0.086
C 1.92 4.14 4.93 -0.081
C 1.77 3.82 3.59 -0.030
C 0.56 3.29 3.12 -0.256
C -2.65 2.02 4.31 -0.166
C -3.54 2.61 5.19 -0.019
C -4.29 1.82 6.05 -0.083
C -4.16 0.45 6.00 -0.082
C -3.31 -0.15 5.08 -0.026
C -2.53 0.63 4.21 -0.258
N -1.67 0.14 3.27 -0.186
C -1.66 -1.30 3.14 -0.416
P -0.33 -1.96 2.04 0.942
C -0.85 -3.72 1.75 -0.553
C -1.21 -4.49 3.01 -0.099
C -2.00 -3.75 0.73 -0.134
C 1.15 -2.06 3.15 -0.549
C 1.42 -0.70 3.80 -0.118
C 2.36 -2.53 2.35 -0.128
C 2.39 1.55 -1.46 -0.603
C 3.14 0.31 -1.98 -0.145
C 2.99 2.82 -2.05 -0.107
H 5.19 1.21 2.72 0.088
H 3.92 0.03 2.39 0.049
H 3.52 1.60 3.12 0.066
H 4.57 1.11 0.29 0.096
H 4.17 3.70 1.85 0.059
H 4.20 3.70 0.09 0.055
H 5.59 3.13 1.01 0.092
H 0.67 3.16 -0.16 0.072
H 1.89 3.84 0.92 0.085
H -2.51 3.45 -0.98 0.085
H -3.94 2.44 -0.75 0.089
H -2.19 1.01 -3.89 0.102
H -3.09 3.82 -3.07 0.077
H -4.22 2.47 -3.24 0.056
H -3.29 3.03 -4.63 0.087
H -0.54 3.33 -2.78 0.072
H -0.80 3.07 -4.51 0.084
H 0.05 1.85 -3.56 0.053
H -2.77 -1.06 -1.95 0.079
H -5.15 0.86 -1.94 0.076
H -5.19 -0.87 -2.28 0.085
H -4.35 0.21 -3.39 0.069
H -4.19 0.27 0.42 0.081
H -2.78 -0.80 0.53 0.001
H -4.33 -1.43 -0.05 0.085
H -4.19 4.56 -0.01 0.100
H -4.56 6.67 1.18 0.107
H -3.45 7.09 3.35 0.105
H -2.08 5.32 4.38 0.120
H -1.14 3.28 6.07 0.116
H 1.03 4.15 6.88 0.103
H 2.86 4.56 5.27 0.107
H 2.59 4.00 2.91 0.071
H -3.66 3.68 5.21 0.112
H -4.97 2.29 6.75 0.104
H -4.74 -0.18 6.67 0.107
H -3.26 -1.23 5.04 0.093
H -2.62 -1.68 2.76 0.088
H -1.49 -1.76 4.12 0.092
H 0.03 -4.18 1.29 0.098
H -2.10 -4.07 3.49 0.079
H -0.40 -4.50 3.74 0.070
H -1.44 -5.53 2.75 0.087
H -2.92 -3.39 1.19 0.071
H -2.17 -4.76 0.38 0.087
H -1.78 -3.12 -0.13 0.026
H 0.92 -2.79 3.94 0.103
H 1.56 0.07 3.04 0.028
H 2.32 -0.75 4.41 0.090
H 0.60 -0.38 4.44 0.070
H 2.53 -1.86 1.50 0.045
H 2.21 -3.54 1.95 0.067
H 3.25 -2.54 2.97 0.084
H 1.34 1.48 -1.79 0.033
H 4.21 0.41 -1.80 0.075
H 3.00 0.19 -3.05 0.084
H 2.80 -0.60 -1.48 0.026
H 4.06 2.88 -1.86 0.074
H 2.51 3.71 -1.64 0.073
H 2.85 2.83 -3.13 0.085
S 0.36 -2.78 -2.45 0.820
C 0.25 -1.42 -1.79 -0.683
```

Orbital gap   4.63 eV
Energy above the lowest of the compared OMol25 structures with the same formula, charge and spin   0.2204 eV
HOMO energy   -8.837 eV
Net charge   +1
LUMO   -0.1544 hartree

[2]
Below is C40H60F3O31V as an isolated structure in a non-equilibrium geometry, with properties calculated with the ωB97M-V functional and the def2-TZVPD basis.

```
135
Properties=species:S:1:pos:R:3:lowdin_charge:R:1
O -0.91 -5.49 -6.58 -0.302
V -1.75 -6.16 -5.43 1.151
O -1.49 -7.74 -5.62 -0.331
C -0.19 -1.50 -1.36 -0.399
O -1.24 -0.61 -0.94 -0.101
O -0.78 -2.69 -1.79 -0.122
C 0.82 -0.75 -2.34 -0.611
F 1.88 -1.46 -2.25 0.178
F 0.46 -0.55 -3.62 0.131
F 1.17 0.50 -2.06 0.141
C -1.08 0.09 0.34 -0.234
C -2.15 1.18 0.42 -0.087
H -2.30 1.85 -0.42 0.080
H -3.09 0.81 0.83 0.066
H -1.93 1.77 1.31 0.068
H -0.13 0.63 0.35 0.108
H -1.18 -0.49 1.26 0.113
H 0.37 -1.88 -0.51 0.152
C 8.36 4.11 -4.55 -0.017
C 7.93 4.11 -3.05 -0.214
C 6.56 3.44 -2.85 -0.084
O 6.82 2.52 -1.77 0.060
C 8.07 2.57 -1.34 -0.564
O 8.37 2.08 -0.24 0.101
O 8.85 3.36 -2.11 0.079
H 9.43 4.18 -4.78 0.083
H 8.16 5.08 -4.99 0.075
H 7.85 3.42 -5.23 0.077
H 7.78 5.08 -2.57 0.146
H 6.09 2.96 -3.71 0.128
H 5.85 4.12 -2.38 0.131
C 2.83 4.72 4.00 -0.025
C 2.47 5.68 5.19 -0.248
C 1.89 4.89 6.30 -0.135
O 2.91 4.90 7.27 0.064
C 3.96 5.70 6.89 -0.546
O 4.94 5.86 7.60 0.132
O 3.80 6.01 5.63 0.087
H 3.52 5.17 3.28 0.072
H 2.10 4.77 3.19 0.073
H 3.32 3.75 4.03 0.096
H 1.85 6.56 5.07 0.158
H 1.66 3.85 6.06 0.138
H 1.03 5.48 6.61 0.135
C -2.26 -8.66 0.65 -0.017
C -1.98 -7.60 1.76 -0.256
C -2.93 -6.40 1.97 -0.065
O -3.69 -6.76 3.13 0.055
C -3.33 -7.91 3.65 -0.453
O -4.01 -8.58 4.52 0.066
O -2.12 -8.33 3.05 0.027
H -1.69 -9.60 0.65 0.088
H -1.92 -8.10 -0.22 0.069
H -3.33 -8.81 0.59 0.086
H -0.94 -7.27 1.70 0.141
H -3.63 -6.14 1.16 0.130
H -2.47 -5.45 2.24 0.131
C -2.92 0.03 7.61 -0.030
C -2.57 0.29 9.03 -0.324
C -1.09 0.13 9.38 -0.084
O -1.08 1.07 10.39 0.074
C -2.10 1.90 10.34 -0.620
O -2.18 2.97 10.96 0.112
O -2.90 1.60 9.41 0.148
H -2.88 -0.96 7.15 0.089
H -2.33 0.62 6.91 0.090
H -3.98 0.19 7.43 0.089
H -3.21 -0.32 9.67 0.164
H -0.35 0.49 8.67 0.147
H -0.93 -0.85 9.85 0.146
C 5.94 -6.57 -0.97 -0.021
C 4.67 -7.12 -0.37 -0.313
C 4.22 -8.41 -1.01 -0.096
O 4.15 -9.39 0.01 0.085
C 4.88 -8.99 1.01 -0.489
O 5.02 -9.60 2.10 0.100
O 5.27 -7.69 0.74 0.022
H 5.88 -5.99 -1.90 0.083
H 6.54 -7.37 -1.40 0.092
H 6.47 -6.04 -0.18 0.099
H 3.83 -6.53 0.00 0.165
H 4.75 -8.93 -1.82 0.143
H 3.18 -8.33 -1.31 0.129
C -3.80 0.90 -7.64 -0.017
C -4.97 1.64 -7.06 -0.372
C -5.46 1.25 -5.73 -0.211
O -5.50 2.27 -4.86 0.071
C -5.01 3.41 -5.58 -0.375
O -5.02 4.57 -5.18 0.138
O -4.72 3.00 -6.89 0.074
H -3.74 -0.16 -7.39 0.083
H -2.84 1.29 -7.30 0.096
H -3.75 0.93 -8.73 0.084
H -5.81 1.66 -7.75 0.155
H -4.77 0.52 -5.29 0.134
H -6.40 0.72 -5.84 0.140
C -0.60 11.77 1.94 -0.027
C -1.64 10.64 2.13 -0.280
C -1.16 9.23 1.68 -0.101
O -1.74 8.39 2.65 0.051
C -2.31 9.13 3.65 -0.558
O -2.88 8.59 4.56 0.145
O -2.07 10.43 3.51 0.114
H -1.07 12.66 2.35 0.084
H -0.31 12.07 0.93 0.086
H 0.33 11.48 2.43 0.083
H -2.43 10.95 1.45 0.144
H -0.07 9.17 1.61 0.125
H -1.55 8.89 0.72 0.132
C -10.22 -3.33 0.86 -0.025
C -9.03 -3.74 1.69 -0.288
C -8.38 -2.62 2.42 -0.146
O -8.48 -2.97 3.76 0.065
C -9.20 -4.14 3.88 -0.510
O -9.54 -4.63 5.00 0.084
O -9.49 -4.61 2.73 0.122
H -10.39 -4.00 0.02 0.083
H -10.03 -2.42 0.28 0.081
H -11.13 -2.94 1.30 0.101
H -8.40 -4.43 1.12 0.159
H -8.87 -1.64 2.43 0.138
H -7.40 -2.31 2.08 0.137
C 4.24 -0.99 -9.38 -0.020
C 5.29 -0.45 -8.47 -0.297
C 6.20 -1.42 -7.58 -0.019
O 7.56 -0.82 -7.73 0.083
C 7.57 -0.12 -8.82 -0.565
O 8.58 0.56 -9.15 0.084
O 6.33 0.09 -9.30 0.054
H 3.60 -1.71 -8.88 0.090
H 4.81 -1.51 -10.15 0.096
H 3.68 -0.22 -9.91 0.092
H 5.07 0.33 -7.74 0.150
H 6.30 -2.44 -7.93 0.127
H 5.76 -1.41 -6.58 0.126
```

Orbital gap   2.75 eV
Energy above the lowest of the compared OMol25 structures with the same formula, charge and spin   18.1646 eV
HOMO energy   -8.244 eV
LUMO   -0.2021 hartree

[3]
Below is C40H60MnNP2S2Si as an isolated structure, with properties calculated with the ωB97M-V functional and the def2-TZVPD basis.

```
107
Properties=species:S:1:pos:R:3:lowdin_charge:R:1
Mn 0.27 0.01 -0.12 0.397
C -0.80 -2.80 2.65 -0.147
Si -0.02 -1.23 2.04 0.660
C -1.13 0.25 2.36 -0.343
C -1.00 1.02 3.52 -0.077
C -1.84 2.09 3.77 -0.044
C -2.82 2.42 2.85 -0.037
C -2.98 1.68 1.69 -0.062
C -2.13 0.60 1.43 -0.387
P -2.18 -0.40 -0.11 1.057
C -3.38 -1.79 -0.03 -0.407
C -2.72 -3.16 -0.31 -0.210
C -3.54 -4.30 0.31 -0.184
C -5.03 -4.00 0.24 -0.181
C -5.40 -2.76 1.08 -0.169
C -4.21 -1.81 1.26 -0.194
C -2.79 0.57 -1.54 -0.426
C -1.76 1.60 -2.02 -0.265
C -2.32 2.34 -3.23 -0.176
C -3.56 3.17 -2.84 -0.172
C -4.19 2.70 -1.53 -0.199
C -4.22 1.17 -1.46 -0.174
C 1.73 -1.21 2.69 -0.281
C 1.98 -1.46 4.05 -0.077
C 3.25 -1.70 4.51 -0.040
C 4.32 -1.76 3.63 -0.037
C 4.10 -1.53 2.28 -0.079
C 2.82 -1.25 1.81 -0.382
P 2.58 -0.85 0.05 1.047
C 3.91 0.35 -0.36 -0.421
C 4.19 1.35 0.78 -0.213
C 4.64 2.71 0.25 -0.193
C 5.58 2.53 -0.93 -0.180
C 4.85 1.89 -2.12 -0.170
C 3.63 1.08 -1.68 -0.222
C 2.96 -2.34 -0.99 -0.399
C 2.30 -2.28 -2.39 -0.193
C 0.82 -2.62 -2.38 -0.200
C 0.57 -3.97 -1.73 -0.185
C 1.16 -4.00 -0.32 -0.197
C 2.64 -3.68 -0.34 -0.181
H -0.94 -2.64 3.72 0.059
H -0.12 -3.65 2.53 0.051
H -1.78 -3.07 2.24 0.004
H -0.23 0.77 4.24 0.108
H -1.73 2.66 4.68 0.119
H -3.49 3.25 3.05 0.120
H -3.76 1.94 1.00 0.087
H -4.05 -1.57 -0.86 0.117
H -1.69 -3.18 0.06 0.064
H -2.65 -3.29 -1.39 0.115
H -3.24 -4.45 1.36 0.110
H -3.31 -5.23 -0.20 0.119
H -5.61 -4.86 0.58 0.117
H -5.31 -3.84 -0.80 0.117
H -5.77 -3.05 2.06 0.118
H -6.21 -2.21 0.59 0.115
H -3.56 -2.14 2.08 0.103
H -4.55 -0.81 1.54 0.108
H -2.80 -0.23 -2.30 0.122
H -0.81 1.10 -2.29 0.094
H -1.54 2.31 -1.22 0.081
H -2.59 1.60 -3.99 0.122
H -1.55 2.97 -3.68 0.096
H -4.30 3.12 -3.64 0.118
H -3.29 4.23 -2.76 0.109
H -5.20 3.09 -1.44 0.124
H -3.62 3.09 -0.69 0.094
H -4.81 0.79 -2.30 0.127
H -4.74 0.83 -0.56 0.099
H 1.16 -1.46 4.75 0.108
H 3.42 -1.87 5.57 0.120
H 5.32 -1.98 3.99 0.121
H 4.94 -1.58 1.60 0.120
H 4.80 -0.28 -0.51 0.121
H 4.97 0.94 1.42 0.113
H 3.32 1.47 1.43 0.061
H 5.12 3.27 1.05 0.121
H 3.76 3.29 -0.06 0.087
H 6.42 1.90 -0.62 0.119
H 6.03 3.48 -1.23 0.115
H 5.53 1.25 -2.68 0.117
H 4.51 2.66 -2.82 0.110
H 3.36 0.38 -2.48 0.092
H 2.77 1.73 -1.53 0.032
H 4.04 -2.26 -1.13 0.121
H 2.82 -3.02 -3.00 0.134
H 2.48 -1.32 -2.88 0.091
H 0.44 -2.60 -3.40 0.123
H 0.23 -1.85 -1.84 0.061
H 1.05 -4.75 -2.33 0.129
H -0.49 -4.20 -1.71 0.095
H 0.99 -4.97 0.15 0.128
H 0.62 -3.27 0.29 0.051
H 3.15 -4.45 -0.93 0.132
H 3.07 -3.74 0.67 0.109
S 0.89 2.41 0.61 0.711
C 0.84 3.80 -0.37 -1.046
N 0.68 5.01 0.12 -0.033
C 0.93 6.14 -0.78 -0.179
C 0.75 5.58 -2.19 -0.366
S 1.11 3.80 -2.07 0.991
H 0.60 5.13 1.12 0.153
H 1.94 6.51 -0.62 0.133
H 0.22 6.93 -0.57 0.133
H 1.44 6.04 -2.89 0.091
H -0.27 5.72 -2.56 0.085
```

Orbital gap (spin up / spin down)   7.58 / 8.03 eV
Multiplicity   5
HOMO energy (spin up / spin down)   -13.824 / -13.332 eV
Net charge   +2
LUMO (spin up / spin down)   -0.2296 / -0.1948 hartree

[4]
Below is a 9-piece molecular cluster, C40H60N4O5 overall in a non-equilibrium geometry, with properties calculated with the ωB97M-V functional and the def2-TZVPD basis.

```
109
Properties=species:S:1:pos:R:3:lowdin_charge:R:1
C -2.06 -3.57 0.22 -0.089
C -3.41 -3.27 0.16 -0.088
C -4.09 -2.93 1.32 -0.160
N -3.50 -2.90 2.51 0.068
C -2.20 -3.09 2.53 -0.165
C -1.42 -3.45 1.45 -0.058
H -1.56 -4.00 -0.64 0.110
H -4.00 -3.38 -0.75 0.103
H -5.12 -2.58 1.29 0.105
H -1.78 -2.95 3.52 0.109
H -0.38 -3.66 1.64 0.095
C 2.94 -4.29 0.60 -0.079
C 2.84 -3.46 1.70 -0.067
C 2.43 -4.03 2.89 -0.139
N 2.07 -5.30 3.01 0.064
C 2.07 -6.04 1.95 -0.182
C 2.56 -5.61 0.72 -0.073
H 3.24 -3.93 -0.38 0.100
H 2.92 -2.40 1.50 0.076
H 2.18 -3.43 3.76 0.093
H 1.70 -7.06 2.04 0.104
H 2.72 -6.29 -0.11 0.100
C -2.28 -2.32 -3.95 -0.069
C -2.62 -1.60 -2.82 -0.071
C -3.26 -0.39 -3.05 -0.156
N -3.54 0.11 -4.25 0.055
C -3.18 -0.59 -5.34 -0.149
C -2.57 -1.82 -5.22 -0.071
H -1.97 -3.36 -3.91 0.108
H -2.43 -1.92 -1.82 0.056
H -3.54 0.27 -2.23 0.102
H -3.25 -0.02 -6.25 0.106
H -2.37 -2.39 -6.11 0.102
C 2.78 5.05 -0.09 -0.092
C 3.64 5.32 -1.15 -0.073
C 4.83 4.61 -1.23 -0.153
N 5.23 3.77 -0.29 0.051
C 4.45 3.60 0.75 -0.167
C 3.21 4.22 0.92 -0.075
H 1.83 5.56 0.00 0.108
H 3.30 5.90 -1.99 0.099
H 5.49 4.70 -2.09 0.102
H 4.79 2.91 1.52 0.104
H 2.62 3.95 1.78 0.102
C 5.58 -1.34 -1.19 -0.159
C 4.93 -0.80 -2.46 -0.150
C 3.43 -0.80 -2.08 -0.201
O 3.35 -1.00 -0.68 -0.184
C 4.65 -0.78 -0.13 -0.204
H 6.61 -1.04 -1.03 0.116
H 5.46 -2.42 -1.09 0.112
H 5.12 -1.41 -3.33 0.107
H 5.25 0.23 -2.62 0.110
H 2.85 -1.53 -2.64 0.117
H 2.98 0.17 -2.34 0.111
H 4.74 -1.20 0.87 0.114
H 4.78 0.31 -0.01 0.121
C -0.33 1.71 -4.61 -0.152
C 0.47 2.89 -4.02 -0.163
C -0.49 4.04 -4.21 -0.217
O -1.09 3.77 -5.46 -0.139
C -1.39 2.39 -5.51 -0.207
H -0.79 1.24 -3.74 0.088
H 0.28 0.96 -5.11 0.106
H 1.42 3.11 -4.51 0.109
H 0.72 2.71 -2.97 0.096
H -0.03 5.01 -4.37 0.118
H -1.26 4.16 -3.44 0.122
H -1.30 2.03 -6.53 0.116
H -2.38 2.18 -5.11 0.094
C -1.02 1.44 0.26 -0.137
C -0.70 -0.01 0.58 -0.150
C 0.81 0.03 0.61 -0.176
O 1.06 1.22 1.38 -0.153
C 0.17 2.19 0.94 -0.218
H -1.98 1.83 0.61 0.090
H -1.07 1.60 -0.82 0.097
H -1.01 -0.60 -0.29 0.098
H -1.16 -0.42 1.47 0.105
H 1.32 0.20 -0.35 0.114
H 1.31 -0.87 0.96 0.095
H 0.66 2.93 0.29 0.099
H -0.23 2.75 1.79 0.116
C -6.81 1.43 1.32 -0.155
C -5.40 1.10 0.75 -0.173
C -4.65 0.61 1.99 -0.177
O -5.35 1.17 3.13 -0.141
C -6.37 2.02 2.65 -0.232
H -7.31 0.46 1.43 0.115
H -7.33 2.15 0.71 0.111
H -4.99 2.02 0.35 0.107
H -5.44 0.37 -0.06 0.101
H -3.62 0.99 1.96 0.099
H -4.66 -0.45 2.21 0.091
H -6.01 3.06 2.56 0.121
H -7.18 2.06 3.39 0.119
C 1.23 0.73 5.56 -0.163
C 0.17 0.29 4.55 -0.155
C 0.96 -0.81 3.85 -0.215
O 1.60 -1.50 4.93 -0.172
C 1.85 -0.58 6.02 -0.173
H 0.89 1.40 6.34 0.112
H 1.92 1.30 4.93 0.115
H -0.09 1.04 3.81 0.099
H -0.75 -0.12 4.97 0.118
H 1.65 -0.40 3.10 0.101
H 0.44 -1.64 3.36 0.103
H 2.92 -0.44 6.16 0.116
H 1.32 -1.04 6.85 0.121
```

Orbital gap   9.82 eV
SMILES string   c1ccncc1.c1ccncc1.c1ccncc1.c1ccncc1.C1CCOC1.C1CCOC1.C1CCOC1.C1CCOC1.C1CCOC1
Energy above the lowest of the compared OMol25 structures with the same formula, charge and spin   0.0000 eV
HOMO energy   -9.426 eV
LUMO   0.0144 hartree

Number 1: energy -5445.90595 a.u.. Number 2: energy -5135.75887 a.u.. Number 3: energy -4534.11792 a.u.. Number 4: energy -2155.23726 a.u..